C12H24N4NaO2Ta | ωB97M-V with the def2-TZVPD basis set

Geometry as XYZ:
```
44
Properties=species:S:1:pos:R:3:lowdin_charge:R:1
H 1.591 -0.829 -2.166 0.08
H 0.800 -0.368 -3.616 0.09
C -2.485 2.145 1.195 -0.05
H 1.865 -2.172 4.338 0.12
H 1.552 -3.016 1.073 0.09
H -2.827 0.342 -0.876 0.03
C -1.504 0.559 -2.579 -0.66
N -0.305 0.116 -1.836 -0.23
H -0.725 0.577 -4.626 0.09
H 3.531 -0.924 1.895 0.11
C -2.763 0.009 -1.913 -0.04
H -3.669 0.343 -2.448 0.12
H 1.019 0.081 4.377 0.11
O 2.128 4.341 0.457 0.21
C 1.324 -2.181 0.378 -0.13
N 0.936 -1.005 1.145 -0.24
H -0.448 -0.625 3.644 0.08
C 0.528 -0.161 3.418 -0.07
H 0.579 -2.390 -0.424 0.08
H 2.425 -2.962 2.851 0.09
N -1.470 1.271 0.918 -0.18
H 3.223 -0.160 3.507 0.10
H 0.697 -3.012 3.213 0.10
C -1.539 2.089 -2.491 -0.04
Na -3.041 0.223 2.361 0.72
H -2.755 -1.086 -1.864 0.10
H -1.637 -0.891 -4.254 0.11
H 0.311 0.813 2.977 0.04
C 0.603 -0.723 -2.611 -0.11
H 2.304 -2.151 -0.168 0.11
Ta 0.078 0.580 0.119 1.78
H 2.661 0.721 2.051 0.06
H -2.356 2.508 -3.097 0.11
H -2.417 0.639 -4.484 0.10
H 0.127 -1.695 -2.749 0.10
H -0.593 2.457 -2.924 0.11
C 1.603 -2.360 3.266 -0.04
H -1.671 2.421 -1.458 0.04
C 1.457 -0.989 2.529 -0.65
O -3.625 2.292 1.853 0.07
C 1.748 3.227 0.358 -0.37
C 2.837 -0.289 2.485 -0.03
C -1.540 0.176 -4.043 -0.05
N 1.442 2.058 0.220 -0.07
```

Output
M (g/mol): 460.29
E_tot (hartree): -1059.88451
LUMO level (spin up / spin down) (eV): -10.0 / -10.0
Total charge: +2
Orbital gap (spin up / spin down) (eV): 5.74 / 5.74

=====

C12H24NO2 | ωB97M-V with the def2-TZVPD basis set

Geometry as XYZ:
```
39
Properties=species:S:1:pos:R:3:lowdin_charge:R:1
C 0.037 -2.079 -0.231 -0.32
H 0.025 -2.928 -1.994 0.14
H 3.914 1.220 -0.162 0.14
C 1.311 -2.935 0.136 0.05
H -3.531 1.727 -1.147 0.07
H 2.890 0.562 2.118 0.12
C -2.597 2.187 -0.951 -0.03
H -2.657 -2.236 -0.304 0.14
H -1.848 2.031 -1.794 0.10
C -2.095 -0.481 1.038 -0.09
H 0.549 1.153 1.792 0.13
C 0.685 0.581 -1.173 -0.18
H 0.657 -0.699 1.981 0.13
H 0.835 -3.889 0.399 0.11
H -2.737 -2.403 1.499 0.13
H 2.488 0.915 -2.260 0.14
H 1.886 -2.810 -0.725 0.07
H -2.721 3.293 -1.002 0.10
H -0.989 2.446 0.568 0.11
C -2.208 -1.989 0.670 -0.12
H -1.755 0.143 -0.809 0.16
C 0.928 0.208 1.395 -0.17
H -2.457 1.958 1.168 0.11
H 2.832 -0.841 1.102 0.13
H 1.615 -2.482 1.074 0.07
H 2.299 2.184 0.057 0.13
H 2.644 -0.522 -1.216 0.12
O -0.379 -2.120 -1.596 0.01
H -1.609 -0.395 1.915 0.10
H 0.459 1.649 -1.345 0.12
H -3.132 -0.076 1.169 0.16
C 2.406 0.223 1.177 -0.18
H 0.137 0.110 -2.049 0.13
O -0.931 -2.552 0.693 -0.09
C 2.777 1.162 -0.030 -0.17
C -1.802 1.830 0.361 -0.13
C 0.122 0.033 0.166 -0.15
N -1.393 0.413 0.121 -0.06
C 2.156 0.489 -1.259 -0.23
```

Output
M (g/mol): 214.33
E_tot (hartree): -676.52024
LUMO level (eV): -2.3
Total charge: +1
Orbital gap (eV): 10.21

=====

C12H24O3 | ωB97M-V with the def2-TZVPD basis set

Geometry as XYZ:
```
39
Properties=species:S:1:pos:R:3:lowdin_charge:R:1
H -19.816 -2.866 9.652 0.11
H -21.256 -3.872 9.531 0.11
H -23.662 0.019 9.141 0.08
C -19.657 3.310 10.177 -0.14
H -25.223 -0.031 7.611 0.11
H -19.799 -3.704 7.340 0.11
H -21.634 5.463 10.109 0.12
H -24.132 0.574 11.384 0.11
C -25.485 0.769 8.304 -0.15
C -21.514 4.649 9.393 -0.22
H -19.237 2.304 10.145 0.10
H -21.684 3.288 11.090 0.11
H -18.478 4.903 9.219 0.11
H -18.866 3.461 8.200 0.11
C -21.611 -0.997 7.999 -0.23
C -21.228 3.365 10.103 -0.17
C -20.651 -3.087 7.621 -0.18
H -25.164 1.899 10.989 0.10
C -24.289 0.908 9.210 -0.18
H -21.347 0.043 8.191 0.11
H -21.573 2.569 9.443 0.09
C -20.773 -2.976 9.142 -0.17
O -20.445 4.677 8.445 -0.14
H -22.592 -1.006 7.524 0.11
O -26.575 0.281 9.174 -0.14
C -24.856 0.912 10.643 -0.16
C -20.454 -1.618 7.182 -0.14
H -20.493 -1.499 6.099 0.11
H -26.843 0.422 11.273 0.11
H -19.557 -1.143 7.580 0.11
O -21.538 -1.742 9.203 -0.16
H -25.849 1.735 7.953 0.12
H -21.556 -3.530 7.206 0.12
C -26.146 0.075 10.511 -0.22
H -22.440 4.591 8.821 0.12
H -25.836 -0.921 10.828 0.11
H -23.696 1.724 8.797 0.10
H -19.272 3.811 11.064 0.10
C -19.224 4.150 8.966 -0.20
```

Output
M (g/mol): 216.32
E_tot (hartree): -697.25047
LUMO level (eV): 0.7
SMILES: C1CCOC1.C1CCOC1.C1CCOC1
Orbital gap (eV): 10.24

=====

C12H25ClNO2P2Ti | ωB97M-V with the def2-TZVPD basis set

Geometry as XYZ:
```
44
Properties=species:S:1:pos:R:3:lowdin_charge:R:1
H 2.730 -1.862 0.292 0.08
C 1.045 1.511 -1.849 -0.29
H -2.216 3.085 1.181 0.07
H 2.146 1.656 4.327 0.00
H -3.883 2.258 -0.663 0.07
H -0.736 3.742 0.401 0.07
Cl -1.648 -1.288 -2.784 0.15
H 2.188 2.987 -2.859 0.14
H -0.633 2.298 1.454 0.05
C -3.104 2.312 -1.436 -0.22
C 0.673 -2.335 1.950 -0.21
O 2.976 1.237 4.218 -0.04
H 0.897 -3.366 2.259 0.07
H 3.394 1.723 3.486 0.04
P -1.545 1.751 -0.709 0.79
C 2.066 -1.815 -0.511 -0.24
C 0.198 -3.992 -0.387 -0.20
H -2.595 -0.016 1.722 0.06
H -3.351 -1.645 3.309 0.09
C -0.231 2.312 -1.887 -0.25
H -3.711 -2.568 1.827 0.09
C 2.140 -0.465 -1.177 -0.27
P 0.426 -2.287 0.163 0.82
C 3.340 0.009 -1.679 0.02
H 1.496 -1.664 2.230 0.07
H 4.311 1.632 -2.715 0.14
O -2.422 -0.945 1.960 -0.18
H 4.226 -0.614 -1.567 0.14
H -0.653 2.327 -2.908 0.12
H -0.252 -1.992 2.434 0.04
C 3.382 1.249 -2.303 0.03
H -3.014 3.344 -1.800 0.08
C -3.641 -1.578 2.285 -0.11
H 2.358 -2.605 -1.225 0.12
N 1.021 0.283 -1.283 -0.04
H 0.027 -4.631 0.490 0.07
H -3.382 1.646 -2.262 0.06
H 1.090 -4.324 -0.932 0.07
H -0.672 -4.037 -1.053 0.05
C -1.254 2.827 0.719 -0.22
H -4.561 -0.991 2.155 0.10
Ti -0.830 -0.535 -0.865 0.45
H -0.016 3.359 -1.615 0.11
C 2.219 2.003 -2.392 0.02
```

Output
M (g/mol): 360.60
E_tot (hartree): -2669.34711
LUMO level (spin up / spin down) (eV): -7.7 / -7.4
<S²>: 0.7549
Total charge: +2
Orbital gap (spin up / spin down) (eV): 8.40 / 8.66
2S+1: 2

=====

C12H25F3O24S2V5 | ωB97M-V with the def2-TZVPD basis set

Geometry as XYZ:
```
71
Properties=species:S:1:pos:R:3:lowdin_charge:R:1
O -4.510 -4.082 -0.770 -0.19
H -0.160 1.390 -3.551 0.11
H -1.451 2.195 1.103 0.07
O -0.333 -2.239 -0.410 -0.37
H -4.660 0.878 3.257 0.12
O 1.976 2.267 0.547 -0.26
C 2.669 -2.042 0.431 -0.14
O 0.037 -3.295 -3.006 -0.24
O 4.120 -2.399 0.411 0.03
H -2.504 3.486 1.561 0.11
H 5.013 0.784 -3.032 0.14
H 0.275 -0.399 -3.565 0.08
C 4.882 1.655 -0.498 -0.01
V -2.935 -1.614 -3.138 0.98
C -2.132 2.516 1.891 0.00
O -3.784 -0.284 -3.273 -0.23
H 2.941 -0.217 1.551 0.07
O -5.353 -0.030 0.833 -0.25
H 1.406 -0.768 1.669 0.04
F 6.723 -2.393 0.530 0.18
V 1.487 1.860 -0.910 1.06
S -3.420 -3.145 -0.709 0.32
F 6.954 -4.314 1.142 0.19
V -0.411 -4.074 -1.692 1.07
C -5.088 5.362 2.943 -0.08
O -2.727 -3.127 0.547 -0.35
H 2.979 0.846 -4.532 0.14
H -5.287 2.972 1.988 0.13
O -4.227 4.262 3.292 -0.20
H -5.716 2.907 3.656 0.13
H 4.209 2.281 -2.990 0.14
V -3.819 -0.002 0.420 0.97
H 0.676 0.505 -4.845 0.11
C 4.689 -3.391 1.078 -0.37
O -3.145 1.448 1.973 -0.30
O -0.061 2.359 -1.118 -0.26
O 4.037 -4.303 1.541 0.17
O -0.767 -1.358 2.914 -0.28
C -4.858 3.000 2.990 -0.19
H -5.182 5.523 1.869 0.08
V -1.183 -2.370 1.701 1.01
H 2.441 -1.487 -0.479 0.10
O -3.699 1.223 -0.728 -0.25
H 2.844 -0.494 -3.340 0.15
O -3.893 -1.769 -0.884 -0.37
H -4.506 6.166 3.394 0.10
O -0.272 -3.695 2.006 -0.24
O 0.879 -4.776 -1.126 -0.23
C 2.420 -1.168 1.655 -0.04
S -0.706 -0.872 -0.729 0.33
O 1.681 1.167 -3.043 -0.27
O 0.472 -0.040 -0.767 -0.28
C 2.911 0.586 -3.476 -0.12
C 0.587 0.626 -3.766 -0.06
H 5.871 1.244 -0.697 0.11
O -1.458 -0.856 -1.972 -0.33
H -6.137 5.228 3.209 0.09
O -2.469 -3.477 -1.801 -0.41
H -1.702 2.571 2.891 0.11
H 1.961 -2.863 0.539 0.09
O -1.673 -0.522 0.277 -0.36
O 3.836 1.067 -1.350 -0.23
C 6.189 -3.254 1.338 -0.58
H 2.439 -1.652 2.631 0.11
H 4.914 2.734 -0.654 0.10
C 4.085 1.241 -2.688 -0.21
H 4.637 1.459 0.545 0.09
H -3.323 1.974 3.984 0.13
O -2.198 -1.914 -4.502 -0.26
C -3.987 1.730 3.154 -0.11
F 6.492 -2.829 2.581 0.16
```

Output
M (g/mol): 929.16
E_tot (hartree): -8093.77006
LUMO level (eV): -5.3
Total charge: +1
Orbital gap (eV): 6.89

=====

C12H25FN4O3P | ωB97M-V with the def2-TZVPD basis set

Geometry as XYZ:
```
46
Properties=species:S:1:pos:R:3:lowdin_charge:R:1
H -0.541 -2.090 1.508 0.12
H 2.947 -2.548 1.604 0.08
O 3.263 0.066 1.818 0.00
H -0.694 -0.833 2.757 0.13
H 2.481 1.992 3.285 0.09
C -1.726 -0.605 -5.727 -0.68
N -0.794 0.295 -2.063 -0.26
N -2.282 -1.350 -6.735 0.14
C 1.611 -1.371 3.539 -0.02
C -0.656 -0.100 0.751 -0.50
C 1.910 -2.403 1.314 -0.03
H 1.578 3.160 0.352 0.09
P -0.070 -0.528 -0.947 0.78
H -3.038 0.994 -6.070 0.09
H -0.280 1.938 0.227 0.12
H -1.251 -0.302 -2.741 -0.05
H 2.378 1.737 -0.369 0.08
H 0.997 -2.207 3.882 0.09
H -0.714 1.706 1.901 0.11
C -2.216 -0.155 0.683 -0.08
C -2.892 1.174 0.794 -0.47
C 1.456 1.989 2.918 -0.03
N 2.026 0.017 1.493 -0.15
C 1.367 1.359 1.530 -0.47
H -2.572 -0.802 1.481 0.12
C -0.196 -1.104 1.824 -0.11
H -1.889 1.186 -4.787 0.10
O -0.804 -1.010 -5.043 0.01
C -0.117 1.289 1.091 -0.11
F -3.022 1.534 2.097 0.08
H 1.341 -0.506 4.140 0.07
H 3.093 2.561 1.011 0.08
C 1.326 -1.182 2.052 -0.48
O -3.312 1.885 -0.059 0.17
H -2.529 -0.565 -0.278 0.11
H 1.310 -0.281 -0.926 0.02
H 1.330 -3.291 1.558 0.09
C 2.151 2.258 0.559 -0.03
H 0.786 1.526 3.641 0.08
N -2.276 0.631 -5.530 0.15
H 1.142 3.030 2.821 0.10
H 1.883 -2.243 0.237 0.06
H -3.039 -1.031 -7.307 0.09
H 2.650 -1.636 3.713 0.09
H -0.219 -1.921 -1.100 0.03
H -1.893 -2.259 -6.899 0.10
```

Output
M (g/mol): 323.33
E_tot (hartree): -1358.15878
LUMO level (spin up / spin down) (eV): 0.6 / 0.2
<S²>: 0.7539
Orbital gap (spin up / spin down) (eV): 9.01 / 8.69
2S+1: 2